The following is a DFT calculation (ωB97M-V/def2-TZVPD) of C32H35AsBrO2Tl as an isolated structure in a non-equilibrium geometry.

Computed properties:
spin multiplicity: 1
E_LUMO: 0.013 hartree

```
72
Properties=species:S:1:pos:R:3:forces:R:3:lowdin_charge:R:1
Tl -0.6375 2.1312 2.2213 0.163 -0.372 -0.244 0.88
C 4.0851 4.2190 -3.1835 -2.386 1.930 -2.445 -0.04
C 3.1856 3.1375 -3.8875 1.720 -1.461 0.854 -0.53
C 4.1526 2.0937 -4.5386 -0.663 -0.624 0.641 -0.06
C 2.3169 3.7159 -5.0005 0.672 1.333 0.912 -0.06
C 2.4235 2.3745 -2.8028 -1.103 0.509 1.225 -0.19
C 1.0598 2.5421 -2.5136 0.612 0.653 -0.915 -0.10
C 0.5027 1.9935 -1.3739 -0.195 -0.092 -0.071 -0.55
Br -1.3341 2.4558 -1.0216 0.110 -0.151 0.073 0.71
C 1.1869 1.1942 -0.4374 1.187 -0.137 0.280 -0.47
O 0.6610 0.6820 0.6257 -1.093 0.198 0.833 -0.36
C 2.5989 1.0308 -0.6840 0.014 0.662 -2.156 -0.08
C 3.1297 1.6684 -1.8207 -0.958 -0.960 0.251 0.00
C 3.5756 0.3867 0.2936 -0.087 -0.873 1.365 -0.49
C 3.6154 1.4046 1.4555 -0.191 0.985 0.493 -0.04
C 4.9905 0.1876 -0.2078 0.501 2.408 -0.018 -0.07
C 3.1254 -1.0040 0.8402 -2.808 1.410 1.156 -0.04
H 4.6055 4.8099 -4.0106 -0.568 -0.561 1.070 0.10
H 4.8259 3.8644 -2.5304 0.727 -0.764 0.985 0.05
H 3.3508 4.9096 -2.6640 1.148 -0.542 -0.322 0.10
H 4.8184 2.5273 -5.2138 1.020 1.170 -1.339 0.05
H 3.6080 1.3500 -5.0951 -0.562 -0.268 -0.324 0.08
H 4.8135 1.4853 -3.9107 -0.364 0.467 0.561 0.08
H 3.0124 4.2804 -5.6755 -0.907 -0.689 0.131 0.10
H 1.5698 4.4356 -4.6097 0.450 -0.210 -0.132 0.08
H 1.7631 2.9120 -5.4444 -0.106 -0.305 -0.733 0.08
H 0.4540 3.1871 -3.1637 0.113 -0.399 0.351 0.09
H 4.1548 1.5218 -2.0049 1.141 0.008 -0.017 0.07
H 3.2779 2.3853 1.0965 0.070 -0.145 -0.030 0.09
H 4.5681 1.6316 1.9375 0.373 -0.586 -0.269 0.08
H 2.9443 1.1666 2.2658 -0.407 -0.360 0.206 0.07
H 5.4924 1.1592 -0.3604 -0.290 -0.085 -0.261 0.09
H 5.0412 -0.3280 -1.1081 -0.103 -0.999 -1.849 0.06
H 5.7006 -0.2861 0.4273 -0.067 -0.761 1.229 0.08
H 2.0151 -0.8815 1.1809 2.089 -0.415 -0.619 0.08
H 3.7105 -1.3000 1.6890 0.463 0.255 0.761 0.07
H 3.1878 -1.8639 0.2215 0.026 -0.417 -1.379 0.07
O -2.2191 0.3332 3.1352 0.153 -0.032 -0.571 -0.67
As -2.7539 -0.9852 2.2608 1.050 -0.428 0.250 1.21
C -2.8934 -0.7727 0.3630 -1.619 0.440 -1.047 -0.29
C -4.1551 -0.3001 -0.1470 1.208 -0.176 -0.765 -0.11
C -4.3887 -0.1113 -1.5033 1.201 -1.094 -0.194 -0.07
C -3.3805 -0.5487 -2.4118 -1.581 1.806 -0.893 -0.09
C -2.1799 -0.9698 -1.9375 1.513 -0.599 0.732 -0.11
C -1.9006 -1.0866 -0.5553 -0.186 0.191 -0.364 -0.09
C -1.5293 -2.4967 2.4793 0.851 0.915 -0.634 -0.25
C -2.0235 -3.8018 2.6239 0.097 0.670 0.530 -0.12
C -1.2252 -4.8425 2.9477 3.529 -0.041 -0.738 -0.07
C 0.2035 -4.6439 2.8612 -1.882 -2.128 0.480 -0.06
C 0.6820 -3.3981 2.6199 -0.731 1.097 -0.280 -0.10
C -0.1252 -2.2626 2.4229 -1.325 -0.958 1.022 -0.05
C -4.4913 -1.4537 2.9277 1.574 0.921 0.326 -0.33
C -4.8893 -0.8816 4.1133 -2.023 0.022 0.662 -0.07
C -6.2001 -1.1124 4.5859 0.423 -0.027 0.320 -0.05
C -7.0217 -1.9930 3.8755 0.355 1.034 0.725 -0.08
C -6.6062 -2.4795 2.6522 -0.667 -0.030 0.667 -0.08
C -5.3403 -2.2056 2.2006 -1.048 -1.301 -2.368 -0.14
H -4.9807 -0.0830 0.4741 -0.510 0.295 1.048 0.08
H -5.3342 0.2907 -1.8615 0.214 -0.117 0.112 0.10
H -3.5332 -0.3423 -3.5087 0.207 -0.558 1.253 0.12
H -1.3452 -1.2028 -2.6029 -0.408 0.066 0.008 0.12
H -0.8828 -1.3607 -0.2756 -0.358 -0.001 0.197 0.11
H -3.0255 -4.1169 2.5641 -1.566 0.665 -0.052 0.09
H -1.6177 -5.8153 3.1445 -0.234 -0.450 0.026 0.10
H 0.8509 -5.5501 2.9462 -0.390 1.112 0.140 0.12
H 1.7041 -3.2231 2.6103 1.912 0.113 -0.165 0.08
H 0.3914 -1.2892 2.3649 -0.846 -0.434 -0.204 0.10
H -4.2985 -0.1717 4.6256 0.883 0.481 0.387 0.09
H -6.5926 -0.5960 5.5030 0.617 -0.664 -0.993 0.12
H -7.9949 -2.1805 4.2894 -0.384 -0.209 -0.202 0.10
H -7.3240 -2.9991 2.0554 -0.098 -0.481 -0.382 0.10
H -5.1312 -2.5282 1.1652 0.331 0.090 0.714 0.12
```
Forces are in eV/Å.

The following is a DFT calculation (ωB97M-V/def2-TZVPD) of C32H35AsCsN7O4S4Sb as an isolated structure.

Computed properties:
spin multiplicity: 2
total charge: -2
energy above the lowest of the compared OMol25 structures with the same formula, charge and spin: 0.366 eV
E_LUMO (spin up / spin down): 0.135 / 0.135 hartree

```
85
Properties=species:S:1:pos:R:3:forces:R:3:mulliken_spin:R:1
Cs -0.7322 0.4233 -1.0643 0.111 0.016 -0.057 0.02
O 3.4505 -4.1931 1.5992 -0.037 0.105 -0.066 0.00
C 2.9688 -4.6464 0.3963 0.057 -0.055 0.135 0.00
O 2.8807 -5.8425 0.2442 -0.018 -0.007 -0.042 0.03
C 2.5959 -3.6269 -0.5859 -0.027 0.138 -0.115 0.10
C 1.8404 -4.0031 -1.7067 -0.005 -0.060 0.044 -0.03
C 1.3948 -3.0871 -2.6292 0.045 -0.020 0.030 0.11
C 1.6886 -1.7008 -2.4856 0.000 0.062 0.072 -0.11
C 2.5107 -1.3387 -1.3840 -0.001 -0.101 0.008 0.07
C 2.9306 -2.2628 -0.4658 0.053 0.010 0.065 -0.01
N 1.1768 -0.6820 -3.2114 -0.078 -0.058 -0.002 0.12
C 0.3703 -0.9010 -4.2459 0.000 0.045 -0.020 0.34
C -0.4962 0.1108 -4.7538 0.068 0.065 0.132 -0.01
C -1.3233 -0.1676 -5.8678 -0.053 0.015 -0.102 0.09
C -2.2269 0.7678 -6.3075 0.058 -0.058 0.026 -0.03
C -2.3137 1.9916 -5.6407 0.048 0.078 0.070 0.16
C -1.4635 2.1942 -4.5620 -0.021 -0.029 -0.021 -0.07
N -0.5736 1.3145 -4.1150 -0.102 -0.034 -0.200 0.13
H 3.3574 -3.2309 1.6313 0.011 -0.092 -0.001 0.00
H 1.5759 -5.0493 -1.8087 0.009 0.007 0.006 0.00
H 0.7596 -3.4296 -3.4350 0.000 0.028 -0.002 0.03
H 2.7507 -0.2896 -1.2603 -0.001 0.000 0.003 0.01
H 3.5379 -1.8991 0.3589 -0.001 0.003 -0.005 0.00
H 0.2897 -1.8761 -4.7306 0.030 -0.012 -0.003 0.06
H -1.2400 -1.1356 -6.3487 -0.015 0.013 -0.009 0.00
H -2.8745 0.5503 -7.1493 0.000 -0.002 -0.001 0.00
H -3.0337 2.7502 -5.9137 -0.002 -0.013 -0.014 0.01
H -1.5270 3.1286 -4.0080 0.005 -0.013 0.023 0.00
S -4.2193 0.5636 -1.5180 0.143 0.094 0.075 0.00
Sb -4.3336 2.4536 -0.2782 -0.227 -0.090 0.095 0.00
S -4.4643 4.4592 -1.2710 0.008 0.120 -0.068 0.00
S -5.3317 2.1661 1.7619 -0.024 0.025 0.030 0.00
O -0.4694 -2.1690 0.2959 -0.035 -0.082 0.104 -0.01
S 0.1504 -2.3939 1.6304 0.106 0.189 -0.050 0.01
C -0.1970 -4.1063 2.0285 -0.062 -0.180 0.055 0.00
C 0.5183 -4.7424 3.0321 -0.010 0.069 -0.026 0.00
C 0.2675 -6.0787 3.2990 -0.012 -0.024 0.002 0.00
C -0.6816 -6.7692 2.5567 0.020 0.010 0.012 0.00
C -1.3762 -6.1272 1.5407 0.009 0.034 -0.008 0.00
C -1.1317 -4.7889 1.2677 0.011 0.011 0.001 0.00
C -0.9550 -1.6291 2.8307 -0.080 0.032 -0.058 0.00
C -0.4833 -1.3354 4.0987 -0.032 0.016 0.000 0.00
C -1.3307 -0.6922 4.9910 0.033 -0.006 0.017 0.00
C -2.6126 -0.3274 4.5995 -0.021 0.010 -0.014 0.00
C -3.0644 -0.5969 3.3121 0.030 0.013 0.056 0.00
C -2.2303 -1.2585 2.4252 0.268 -0.058 -0.174 0.00
H 1.2846 -4.2065 3.5795 -0.010 -0.009 -0.004 0.00
H 0.8330 -6.5872 4.0694 -0.006 -0.002 -0.006 0.00
H -0.8639 -7.8178 2.7571 0.001 0.004 -0.001 0.00
H -2.1013 -6.6723 0.9496 0.001 0.003 0.001 0.00
H -1.6326 -4.2635 0.4639 -0.007 -0.014 0.000 0.00
H 0.5380 -1.5729 4.3738 -0.010 0.007 0.010 0.00
H -0.9784 -0.4479 5.9858 0.011 -0.006 -0.008 0.00
H -3.2546 0.1978 5.2968 -0.020 0.001 -0.021 0.00
H -4.0382 -0.2567 2.9808 -0.003 -0.003 0.009 0.00
H -2.5241 -1.4536 1.4000 -0.113 0.018 0.030 0.00
C 0.2902 3.7319 2.7744 -0.029 -0.018 -0.032 0.00
N -0.4258 3.4761 1.5397 0.049 -0.113 0.157 0.00
C -1.6714 2.9587 1.5174 0.078 0.423 -0.182 0.00
N -2.3280 2.7837 2.6602 -0.071 0.009 -0.065 0.00
O -2.1865 2.7152 0.3850 -0.060 -0.295 0.053 0.00
H 1.3189 3.9941 2.5433 0.003 0.015 -0.007 0.00
H 0.3203 2.8538 3.4259 0.002 0.006 0.005 0.00
H -0.1609 4.5741 3.3032 -0.017 -0.016 0.024 0.00
H 0.1234 3.2434 0.7244 -0.023 0.025 -0.019 0.00
H -1.8651 2.8860 3.5430 0.004 0.015 0.010 0.00
H -3.3212 2.5285 2.5958 0.015 -0.022 0.075 0.00
C 2.0891 3.5590 -3.6168 -0.041 -0.032 0.043 0.01
As 1.3125 3.5756 -1.8199 -0.014 0.034 0.044 0.00
C 0.2633 5.2342 -2.0092 0.005 -0.047 -0.038 0.00
C 2.8713 4.3431 -0.9010 0.007 -0.013 0.025 0.00
H 2.5381 4.5266 -3.8481 0.002 0.001 -0.013 0.00
H 1.2957 3.3239 -4.3243 0.017 -0.007 -0.011 0.00
H 2.8390 2.7713 -3.6791 -0.001 -0.002 0.012 0.00
H 0.8757 6.1089 -1.7871 0.003 0.007 -0.020 0.00
H -0.6034 5.2119 -1.3496 0.008 0.010 0.012 0.00
H -0.0935 5.3007 -3.0376 -0.038 0.004 0.018 0.00
H 3.2154 5.2477 -1.4055 0.009 -0.010 -0.015 0.00
H 3.6711 3.6022 -0.8921 0.013 0.020 0.012 0.00
H 2.6294 4.5833 0.1350 -0.018 -0.010 -0.005 0.00
N 3.8543 3.5808 3.7010 0.008 0.005 -0.008 0.00
C 3.4024 2.5299 3.4893 -0.020 -0.196 0.062 0.00
N 2.9280 1.3054 3.3302 -0.065 0.334 -0.282 0.00
C 2.0290 1.1478 2.3827 0.093 -0.311 0.363 0.00
N 1.1968 0.8865 1.6105 -0.022 -0.026 -0.232 0.00
```
Forces are in eV/Å.

The following is a DFT calculation (ωB97M-V/def2-TZVPD) of C32H35BaF6N7O6S3 as an isolated structure in a non-equilibrium geometry.

Computed properties:
spin multiplicity: 1
energy above the lowest of the compared OMol25 structures with the same formula, charge and spin: 5.804 eV
E_LUMO: 0.014 hartree

```
90
Properties=species:S:1:pos:R:3:forces:R:3:lowdin_charge:R:1
Ba -0.7077 1.6824 0.8290 3.472 -11.053 -6.550 2.16
C -2.8125 0.3761 3.6216 0.009 0.321 -0.096 -0.04
C -1.5553 -0.3593 3.9127 -0.116 -0.480 0.653 -0.33
C -1.2824 -0.7780 5.2193 0.062 0.010 -0.125 -0.01
C -0.0955 -1.4275 5.4920 -0.095 -0.014 -0.139 -0.05
C 0.7818 -1.6645 4.4451 -0.073 0.153 -0.087 -0.01
C 0.4364 -1.2089 3.1749 0.104 -0.403 0.511 -0.23
N -0.7080 -0.5863 2.9174 0.047 0.395 -0.424 0.12
C 1.3954 -1.4183 2.0663 0.374 -0.461 -0.087 -0.23
C 1.9006 -2.6940 1.8067 0.015 0.154 -0.002 -0.01
C 2.8899 -2.8398 0.8504 -0.025 0.233 0.026 -0.05
C 3.3501 -1.7073 0.2022 -0.116 0.119 0.113 0.00
C 2.7821 -0.4715 0.5210 0.162 -0.467 -0.114 -0.22
N 1.8247 -0.3394 1.4283 -0.292 0.440 0.057 0.17
C 3.2992 0.7676 -0.1056 0.638 0.119 -0.064 -0.23
C 4.6698 1.0240 -0.0724 -0.221 -0.046 -0.009 -0.01
C 5.1437 2.1995 -0.6333 -0.267 0.016 -0.030 -0.05
C 4.2342 3.0550 -1.2200 -0.060 -0.132 0.066 -0.02
C 2.8746 2.7291 -1.1981 0.461 0.202 -0.115 -0.33
C 1.8737 3.6784 -1.7699 -0.074 -0.082 0.175 -0.03
N 2.4269 1.6109 -0.6466 -0.445 0.077 0.205 0.16
H -3.6047 0.0998 4.3142 -0.072 -0.049 -0.085 0.09
H -3.1358 0.2093 2.5953 -0.086 -0.145 0.049 0.01
H -2.6269 1.4421 3.7412 -0.079 -0.073 0.153 0.06
H -2.0001 -0.5791 6.0011 -0.049 0.025 0.051 0.11
H 0.1439 -1.7469 6.4975 0.008 -0.003 0.019 0.11
H 1.7340 -2.1444 4.6149 0.048 -0.057 -0.054 0.11
H 1.5457 -3.5486 2.3595 -0.147 -0.078 0.098 0.11
H 3.3115 -3.8113 0.6302 -0.027 -0.029 -0.028 0.11
H 4.1363 -1.7752 -0.5328 0.043 0.062 -0.123 0.12
H 5.3427 0.3396 0.4179 0.043 -0.153 0.049 0.11
H 6.1928 2.4519 -0.5944 0.100 -0.030 -0.030 0.11
H 4.5576 3.9794 -1.6713 0.012 0.135 -0.068 0.11
H 1.8523 4.5866 -1.1671 -0.062 0.117 -0.014 0.08
H 0.8762 3.2376 -1.7599 0.072 0.143 -0.146 0.03
H 2.1626 3.9581 -2.7809 -0.153 0.041 -0.121 0.09
F -4.5274 5.0762 1.1755 0.428 -0.546 0.148 0.16
C -3.1996 5.1697 1.0630 -0.474 1.303 -0.391 -0.63
F -2.9338 5.5495 -0.1909 0.212 -0.475 0.225 0.14
F -2.7906 6.1477 1.8724 0.176 -0.527 0.049 0.16
S -2.3736 3.5721 1.5233 -4.321 4.227 1.331 0.46
O -2.8190 2.6125 0.5749 -2.283 0.307 -1.249 -0.46
O -2.7172 3.3529 2.8897 -0.485 0.066 0.020 -0.25
N -0.8536 3.8849 1.3574 -0.192 4.011 0.441 -0.53
S -0.1679 3.5863 2.7314 3.406 3.600 3.249 0.51
O -0.1258 2.1808 2.9726 0.837 -0.354 2.809 -0.51
O -0.4601 4.4795 3.7895 -0.223 0.149 0.257 -0.20
C 1.6116 4.0349 2.3379 1.376 0.543 -0.260 -0.62
F 2.3445 3.0705 1.7622 -0.887 -0.158 0.142 0.13
F 1.6885 5.1041 1.5358 -0.496 -0.129 0.124 0.14
F 2.2316 4.3445 3.4788 -0.532 -0.159 -0.001 0.15
N -1.6177 3.5560 -2.1402 -0.106 -0.029 0.168 0.05
H -1.6890 4.0391 -3.0312 0.083 -0.028 0.117 0.03
H -2.4790 3.7410 -1.6410 -0.068 0.145 -0.106 -0.01
H -1.6545 2.5557 -2.3268 0.013 -0.126 -0.135 -0.03
C 1.4490 -2.8958 -6.4289 -0.016 -0.033 0.055 -0.06
C 0.9583 -2.1608 -5.2197 -0.043 0.014 0.089 -0.28
C 0.6694 -0.8078 -5.2820 0.004 -0.072 0.108 -0.01
C 0.1777 -0.1165 -4.1854 -0.030 -0.135 0.078 -0.20
C -0.1139 1.3425 -4.3316 -0.102 -0.025 -0.023 -0.04
C -0.0312 -0.7899 -2.9768 -0.007 0.052 0.000 -0.03
C 0.2902 -2.1476 -2.8902 0.026 0.109 0.058 -0.20
C 0.0936 -2.9246 -1.6197 -0.032 0.028 0.066 -0.04
C 0.7715 -2.8140 -4.0103 -0.016 0.169 -0.036 -0.02
C -0.6268 -0.0372 -1.7927 0.524 -0.670 -0.086 -0.65
O -1.6351 0.6506 -1.9775 -0.651 0.639 -0.135 -0.05
O -0.0595 -0.1524 -0.6680 0.443 -0.836 -0.500 -0.31
H 1.6063 -2.2095 -7.2560 0.055 0.010 -0.118 0.07
H 0.7205 -3.6435 -6.7384 -0.016 -0.094 -0.082 0.08
H 2.3846 -3.4075 -6.2138 0.105 -0.083 -0.061 0.08
H 0.8220 -0.2716 -6.2085 0.049 0.052 -0.123 0.11
H 0.3827 1.7410 -5.2135 0.081 0.087 -0.019 0.08
H 0.2136 1.8784 -3.4457 0.005 0.213 -0.033 0.05
H -1.1866 1.4872 -4.4417 -0.086 0.147 0.048 0.09
H 0.0447 -2.2394 -0.7731 0.015 -0.215 -0.009 0.05
H 0.9171 -3.6239 -1.4808 0.031 -0.086 0.060 0.08
H -0.8319 -3.4981 -1.6878 -0.099 -0.071 0.089 0.08
H 1.0025 -3.8685 -3.9304 0.034 -0.131 -0.003 0.12
S -3.8968 -1.6417 0.7954 -0.155 0.554 -0.191 0.66
C -3.5037 -3.2011 1.1292 0.065 -0.031 0.153 -0.92
N -2.2803 -3.7605 1.0295 -0.289 -0.002 0.003 0.02
C -2.2885 -5.1812 1.2979 0.287 -0.276 0.084 -0.14
C -3.7829 -5.4773 1.5504 -0.101 -0.307 0.081 -0.15
N -4.3680 -4.1536 1.5681 0.132 0.005 -0.057 0.00
H -1.4727 -3.2173 0.7754 -0.072 0.027 -0.075 0.11
H -1.6827 -5.4185 2.1785 -0.033 -0.030 -0.088 0.11
H -1.9008 -5.7448 0.4438 -0.018 0.002 0.130 0.11
H -3.9458 -5.9807 2.5084 0.083 -0.024 -0.156 0.11
H -4.2192 -6.0968 0.7574 0.117 0.064 0.082 0.12
H -5.3575 -3.9983 1.4995 0.036 0.120 -0.045 0.13
```
Forces are in eV/Å.